(1)
Computed, not measured: C22H38Cl4N4NaO5PS as an isolated structure, with ωB97M-V/def2-TZVPD.

ORCA input file:
```
! wB97M-V def2-TZVPD RIJCOSX def2/J DEFGRID3
* xyz 0 1
Cl 0.657 0.981 -4.335
Cl 2.775 2.539 -3.145
Cl 0.021 3.447 -2.966
Cl 0.834 1.174 -1.468
S -2.815 3.247 -2.367
P -1.136 -1.275 1.092
Na -4.331 6.966 -1.255
O -1.803 -1.820 -0.185
O 0.412 -1.194 0.895
O -1.467 -2.210 2.272
O -1.680 0.160 1.384
O 0.401 5.051 2.432
N -2.776 1.864 -3.224
N -4.410 3.414 -2.267
N 4.639 -3.675 1.771
N 0.966 2.852 2.427
C 1.744 -4.312 1.784
C -6.502 5.543 -2.150
C -5.774 0.178 -4.343
C -6.411 2.197 -3.108
C 4.768 -2.209 1.981
C 1.161 2.010 3.648
C -1.463 3.568 2.781
C 3.942 -4.302 2.971
C 2.400 -3.623 0.608
C -0.047 3.956 2.565
C -6.745 1.097 -3.817
C 6.009 -4.312 1.725
C 7.064 -3.700 0.810
C 3.868 -3.978 0.500
C 1.080 2.026 -2.982
C -5.011 2.430 -2.910
C 2.470 -3.951 3.060
C -4.023 1.519 -3.456
C -7.186 4.594 -3.144
C -7.436 3.170 -2.572
C 6.810 -3.726 -0.700
C -4.451 0.371 -4.188
H 7.974 -4.276 0.994
H 1.902 -3.916 -0.317
H -8.147 5.019 -3.430
H -6.654 5.290 -1.099
H -3.733 -0.323 -4.601
H 1.916 1.265 3.418
H -2.063 4.470 2.852
H 2.262 -2.538 0.692
H -1.814 2.956 1.941
H -6.922 6.543 -2.315
H 1.821 3.343 2.165
H 7.753 -3.608 -1.233
H -7.792 0.886 -4.004
H 3.779 -1.779 2.119
H 4.479 -3.966 3.859
H 2.030 -4.485 3.904
H 1.495 2.653 4.459
H 0.694 -4.014 1.851
H 6.362 -4.667 -1.020
H 0.663 2.254 1.656
H 5.380 -2.041 2.865
H 5.232 -1.767 1.104
H -8.405 2.844 -2.954
H -6.560 4.496 -4.030
H 4.314 -3.399 -0.302
H 7.299 -2.681 1.123
H 2.335 -2.887 3.271
H 4.068 -5.381 2.870
H 5.853 -5.362 1.483
H -1.570 2.996 3.703
H 6.387 -4.257 2.748
H -6.120 -0.698 -4.875
H 1.762 -5.401 1.635
H 4.001 -5.042 0.295
H 0.223 1.517 3.888
H -7.504 3.153 -1.484
H -5.429 5.635 -2.333
H 6.176 -2.901 -1.020
*
```

max |F| = 1.3 eV/Å
highest occupied orbital energy = -3.09 eV
frontier orbital gap = 0.058 Eh



(2)
Computed, not measured: an isolated ion of composition C6H15I3NOP2 and charge -1, with ωB97M-V/def2-TZVPD.

ORCA input file:
```
! wB97M-V def2-TZVPD RIJCOSX def2/J DEFGRID3
* xyz -1 1
I 3.818 -2.800 2.843
I -2.023 1.486 -3.378
I 1.846 1.493 -0.028
P -1.252 0.050 0.074
P -2.503 -1.362 -1.097
O 2.420 -1.305 1.926
N -3.992 -0.838 -1.343
C 0.063 0.748 -1.094
C 0.822 2.452 -2.883
C 1.632 -0.775 3.014
C -0.478 -1.099 1.394
C -0.436 1.983 -1.978
C 0.159 -0.322 2.623
H -4.098 -0.756 -2.366
H -0.492 -0.505 3.539
H 3.138 -0.690 1.669
H 2.169 0.166 3.368
H -2.512 -2.653 -0.438
H -1.845 -1.515 -2.368
H 0.125 0.792 2.447
H 1.632 -1.456 3.922
H 1.334 3.361 -2.458
H 0.411 2.679 -3.917
H 0.193 -1.866 0.919
H 0.454 -0.051 -1.788
H -0.748 2.871 -1.364
H 1.534 1.584 -3.042
H -1.371 -1.675 1.805
*
```

max |F| = 6.6 eV/Å
highest occupied orbital energy = -1.75 eV
frontier orbital gap = 0.125 Eh



(3)
Computed, not measured: a 3-piece molecular cluster, C3H10O3 overall, with ωB97M-V/def2-TZVPD.

ORCA input file:
```
! wB97M-V def2-TZVPD RIJCOSX def2/J DEFGRID3
* xyz 0 1
O 3.016 -0.459 1.220
O -0.269 -0.595 2.543
O 0.250 -1.626 -6.769
C -0.609 1.779 0.719
C -1.266 0.145 2.635
C -1.669 1.031 1.417
H -0.889 2.138 -0.269
H -0.332 2.759 1.214
H -2.291 -0.140 3.046
H 3.394 -1.241 0.808
H -0.483 -1.585 -7.321
H -2.573 1.631 1.773
H 0.370 1.237 0.540
H -2.149 0.390 0.664
H 2.094 -0.601 1.200
H 0.152 -0.881 -6.230
*
```

max |F| = 5.3 eV/Å
highest occupied orbital energy = -10.10 eV
structure (SMILES) = CCC=O.O.O
frontier orbital gap = 0.375 Eh



(4)
Computed, not measured: C8H32FN16O8Zn as an isolated structure, with ωB97M-V/def2-TZVPD.

ORCA input file:
```
! wB97M-V def2-TZVPD RIJCOSX def2/J DEFGRID3
* xyz 1 1
Zn -1.706 0.278 -1.815
F -0.547 0.591 -0.284
O -1.615 0.401 3.385
O -0.177 -3.397 3.647
O 2.839 -0.027 4.131
O -0.419 0.865 -3.165
O 4.372 0.064 -1.843
O 0.516 4.109 -1.296
O -3.182 -0.593 -0.827
O -0.892 -1.692 -1.985
N 0.989 5.458 0.465
N 3.420 -0.239 1.946
N 0.556 0.712 -5.211
N 0.317 3.268 0.792
N -4.538 -2.435 -0.713
N -3.227 1.844 4.081
N -2.454 1.930 1.920
N 2.350 -0.276 -0.894
N 1.462 0.811 2.533
N 3.114 1.868 -1.294
N 1.177 2.381 -3.825
N -0.046 -2.187 1.750
N 1.006 -2.811 -2.520
N -0.602 -3.889 -1.336
N -0.236 -4.491 1.641
N -2.989 -2.003 0.915
C 0.390 1.301 -3.995
C 2.600 0.163 2.956
C -3.519 -1.652 -0.270
C 0.648 4.267 -0.079
C -2.382 1.321 3.145
C -0.219 -2.714 -1.931
C 3.327 0.536 -1.425
C -0.164 -3.373 2.436
H 1.381 6.168 -0.128
H 1.060 1.195 -5.933
H 2.212 2.233 -1.037
H 1.972 2.440 -4.436
H -4.450 -3.419 -0.513
H -0.080 -4.439 0.647
H 1.218 0.899 1.564
H -0.121 -4.690 -1.714
H 1.114 5.612 1.450
H -1.577 -3.993 -1.110
H 3.905 2.446 -1.512
H 3.178 -0.175 0.969
H -1.957 1.520 1.149
H 0.830 3.309 1.657
H 2.671 -1.224 -0.809
H 1.636 -3.529 -2.203
H 0.719 0.853 3.216
H -0.046 -1.366 2.334
H 1.040 3.082 -3.106
H 1.512 0.092 -0.465
H -3.314 -2.811 1.418
H -3.200 1.571 5.044
H -3.155 2.639 1.807
H 1.409 -1.979 -2.919
H -2.463 -1.290 1.404
H -0.138 2.448 0.428
H 4.291 -0.648 2.234
H -0.261 -2.176 0.771
H -0.073 -0.006 -5.521
H -0.458 -5.377 2.055
H -5.046 -2.212 -1.551
H -3.976 2.438 3.775
*
```

max |F| = 2.2 eV/Å
highest occupied orbital energy = -11.16 eV
frontier orbital gap = 0.286 Eh



(5)
Computed, not measured: the molecule C5H7NOS2, with ωB97M-V/def2-TZVPD.

ORCA input file:
```
! wB97M-V def2-TZVPD RIJCOSX def2/J DEFGRID3
* xyz 0 1
S -1.358 -1.121 -0.215
S 1.470 0.146 0.269
O 2.176 1.354 -0.117
N 1.657 -0.893 -1.066
C -0.327 0.251 -0.041
C 2.235 -0.763 1.421
C -2.740 -0.024 0.063
C -2.376 1.241 0.327
C -0.982 1.377 0.353
H 1.995 -1.771 1.371
H -3.632 -0.666 0.178
H 2.365 -0.321 2.392
H 2.649 -0.725 -1.545
H 1.451 -1.905 -0.922
H -0.522 2.231 0.621
H -3.205 1.878 0.703
*
```

max |F| = 4.5 eV/Å
highest occupied orbital energy (spin up / spin down) = -8.09 / -8.09 eV
structure (SMILES) = C=[S@](N)(=O)c1cccs1
frontier orbital gap (spin up / spin down) = 0.309 / 0.309 Eh



(6)
Computed, not measured: a 7-piece molecular cluster, C20H42FN5O12S overall, with ωB97M-V/def2-TZVPD.

ORCA input file:
```
! wB97M-V def2-TZVPD RIJCOSX def2/J DEFGRID3
* xyz 0 1
S 5.400 1.245 0.766
F -1.046 4.141 0.875
O 6.450 2.176 1.216
O 0.726 -3.328 -5.103
O 6.078 -0.135 0.124
O -0.595 1.997 1.291
O -1.647 0.085 1.260
O -0.862 4.244 -5.728
O 4.609 0.417 1.983
O -1.775 1.578 -0.444
O 5.944 5.766 5.582
O -2.036 -4.933 6.036
O -5.366 -3.970 -3.334
O 4.433 1.828 -0.147
N -4.572 -2.668 -1.782
N -3.829 -4.317 4.918
N 4.425 6.497 7.008
N -2.182 2.680 -6.686
N 1.844 -4.741 -3.765
C -0.806 2.534 -0.861
C -1.995 3.891 -6.129
C 0.763 -2.784 -2.788
C -0.405 3.051 0.496
C 4.633 -1.017 1.797
C -4.831 -2.923 -3.038
C -1.427 1.127 0.719
C -4.651 -3.699 -0.702
C 5.268 7.540 7.747
C 1.025 -3.673 -3.963
C 2.450 -5.745 -4.676
C -3.198 4.747 -5.898
C 4.790 5.828 5.920
C -4.182 -5.686 4.572
C 5.231 -1.293 0.422
C -2.460 -2.593 5.905
C -1.093 1.749 -7.093
C -4.492 -1.963 -4.169
C 3.686 5.211 5.031
C -2.782 -4.026 5.642
H 0.784 -3.250 -1.803
H 6.164 7.136 8.216
H 0.032 2.062 -1.375
H -4.329 -1.725 -1.513
H 1.838 -5.846 -5.572
H -3.450 -6.122 3.892
H 2.465 -6.710 -4.169
H 0.660 3.284 0.507
H -3.624 4.436 -4.944
H -5.151 -4.622 -0.993
H 3.492 -5.636 -4.974
H 3.490 6.543 7.388
H -1.379 0.817 -7.581
H 4.155 5.036 4.063
H -0.222 -2.402 -3.056
H -5.183 -5.627 4.147
H 4.534 7.814 8.504
H 2.087 -4.997 -2.819
H 3.652 -1.463 1.959
H 2.903 5.947 4.850
H -1.172 3.348 -1.487
H 5.554 8.332 7.054
H -1.460 -2.324 5.563
H -3.440 -2.076 -4.432
H -2.571 -2.660 6.987
H 5.870 -2.173 0.349
H -3.960 4.562 -6.654
H -0.400 2.343 -7.689
H -4.281 -6.391 5.398
H 1.445 -1.940 -2.693
H -3.240 -1.939 5.515
H 4.455 -1.294 -0.343
H 3.265 4.299 5.454
H -3.121 2.488 -7.004
H -2.845 5.779 -5.901
H -3.671 -4.005 -0.335
H -4.585 -3.670 4.748
H 5.310 -1.346 2.586
H -0.547 1.522 -6.177
H -5.200 -2.123 -4.982
H -4.663 -0.933 -3.856
H -5.181 -3.310 0.168
*
```

max |F| = 4.2 eV/Å
highest occupied orbital energy = -9.40 eV
structure (SMILES) = O=C1OC[C@@H](F)O1.O=S1(=O)OCCO1.CNC(C)=O.CNC(C)=O.CNC(C)=O.CNC(C)=O.CNC(C)=O
frontier orbital gap = 0.343 Eh



(7)
Computed, not measured: C16H33BN2OP2Zr as an isolated structure, with ωB97M-V/def2-TZVPD.

ORCA input file:
```
! wB97M-V def2-TZVPD RIJCOSX def2/J DEFGRID3
* xyz 0 1
Zr -0.123 -0.141 -0.078
P -2.644 -0.996 -0.217
P 2.409 0.915 -0.079
O 0.331 -2.329 -0.297
N 1.652 -0.775 1.523
N -0.825 1.729 -0.575
C -2.341 5.071 -0.704
C -1.295 2.894 -1.056
C 2.453 2.346 -1.089
C -2.254 5.319 -2.080
C -1.880 3.889 -0.182
C 3.439 -0.374 -0.765
C -0.310 -2.990 1.968
C 2.452 -1.604 1.781
C 1.526 -4.147 0.597
C 0.594 -3.014 0.771
C -2.660 -2.608 -1.007
C -3.582 0.087 -1.298
C -1.702 4.376 -2.958
C 2.964 1.330 1.570
C -1.231 3.179 -2.480
C -3.567 -1.112 1.305
B 3.681 -2.389 2.015
H 3.980 1.655 1.450
H 4.689 -1.783 1.760
H -4.570 -0.360 -1.398
H 3.186 -0.558 -1.806
H -3.657 1.090 -0.872
H -0.233 -0.062 1.712
H 3.414 -1.342 -0.280
H 3.865 -3.152 1.122
H -4.550 -1.495 1.043
H 1.795 3.107 -0.675
H -3.107 0.177 -2.277
H 2.142 2.093 -2.102
H -0.787 2.385 -3.108
H -3.655 -0.122 1.754
H 4.438 0.029 -0.656
H -2.620 6.254 -2.470
H -1.313 -3.362 1.699
H -0.434 -1.973 2.367
H -1.906 3.613 0.886
H 3.504 2.613 -1.030
H -3.698 -2.930 -1.012
H 2.284 2.052 2.013
H -3.076 -1.777 2.015
H -1.633 4.569 -4.030
H 2.061 -3.985 -0.332
H -2.041 -3.334 -0.479
H 3.015 0.533 2.302
H -2.771 5.800 -0.017
H 0.054 -3.610 2.792
H 2.234 -4.217 1.409
H -2.287 -2.527 -2.029
H 3.634 -2.962 3.041
H 0.957 -5.076 0.543
*
```

max |F| = 4.5 eV/Å
highest occupied orbital energy = -6.17 eV
frontier orbital gap = 0.207 Eh



(8)
Computed, not measured: the molecule C17H19ClFN3O4S, with ωB97M-V/def2-TZVPD.

ORCA input file:
```
! wB97M-V def2-TZVPD RIJCOSX def2/J DEFGRID3
* xyz 0 1
Cl 2.350 1.354 3.779
S 2.243 -1.322 1.730
F -4.731 0.988 -3.341
O 1.732 -2.271 0.763
O 1.758 -1.649 3.109
O 1.010 -0.529 -1.014
O -2.517 1.692 -5.058
N -1.686 0.774 -1.370
N -1.195 2.045 -3.290
N 0.320 2.088 -1.752
C 1.234 0.558 -0.099
C -4.907 -1.195 -0.974
C -4.516 -1.833 0.267
C -3.046 0.626 -1.676
C 4.750 -0.578 0.598
C -3.402 0.954 -2.936
C -3.435 -0.755 0.472
C 1.787 1.442 2.172
C 4.089 -1.247 1.853
C 0.903 2.924 0.380
C -2.437 1.601 -3.769
C -0.868 1.552 -2.157
C 1.819 0.367 1.238
C 1.477 2.724 1.679
C 4.693 -2.679 2.054
C -4.045 0.052 -0.653
C 0.856 1.817 -0.500
H 1.468 3.531 2.407
H 5.800 -2.582 2.214
H -4.682 0.836 -0.363
H 0.695 3.985 0.108
H 0.619 2.693 -2.419
H -4.529 -1.659 -1.860
H -5.928 -0.888 -1.202
H 5.822 -0.886 0.499
H 4.345 -3.041 3.020
H 4.342 -3.357 1.276
H 4.302 -0.577 2.668
H 4.144 -0.911 -0.294
H 1.321 -1.429 -0.639
H -4.341 -2.901 0.357
H -1.257 0.291 -0.596
H 4.737 0.516 0.629
H -3.408 -0.310 1.431
H -2.465 -1.045 0.161
H -5.225 -1.763 1.094
*
```

max |F| = 7.6 eV/Å
highest occupied orbital energy = -8.67 eV
structure (SMILES) = CC(C)S(=O)(=O)c1c(Cl)ccc(Nc2nc(=O)c(F)c(C3CCC3)[nH]2)c1O
frontier orbital gap = 0.294 Eh